{"formula": "C5H30N2O8S", "method": "wB97M-V/def2-TZVPD", "s_squared": 0.75, "spin_multiplicity": 2, "total_energy_ha": -1317.6512, "e_homo_ev": [-13.0, -13.0], "total_charge": 1, "e_above_lowest_kcal_mol": 62.5, "gap_ev": [10.260, 5.612], "elements": ["S", "O", "O", "O", "O", "O", "O", "O", "O", "N", "N", "C", "C", "C", "C", "C", "H", "H", "H", "H", "H", "H", "H", "H", "H", "H", "H", "H", "H", "H", "H", "H", "H", "H", "H", "H", "H", "H", "H", "H", "H", "H", "H", "H", "H", "H"], "positions_angstrom": [[-1.224, -3.518, -1.446], [-0.068, 2.063, 1.047], [-2.624, 2.537, 3.281], [2.272, 2.370, -1.519], [-0.752, 1.726, -1.669], [-1.717, 0.200, 4.257], [2.982, -3.032, -3.084], [-2.887, 1.465, -0.195], [0.363, 0.071, -3.684], [-1.899, -0.723, 1.568], [0.942, -0.518, -0.376], [-0.054, -1.473, 0.217], [2.261, -0.919, -0.167], [3.045, 0.062, 0.818], [-0.474, -0.857, 1.515], [-1.160, -1.701, -0.823], [-2.076, -0.196, 2.322], [-2.376, -1.606, 1.663], [2.914, -0.202, 1.900], [0.553, -2.439, 0.185], [-2.078, -1.222, -0.490], [3.081, 1.120, 0.746], [-1.881, 1.171, 4.400], [2.067, -2.767, -3.101], [-2.478, -0.342, 4.396], [-0.777, -0.989, -1.718], [-0.124, -1.506, 2.425], [0.035, 0.445, -2.943], [2.759, 1.960, -2.110], [0.728, -0.031, -1.267], [3.055, -3.045, -2.057], [-1.964, 3.255, 3.235], [4.137, -0.169, 0.526], [-0.182, 2.716, 0.322], [-0.092, 0.079, 1.790], [0.353, 0.618, -4.520], [-1.173, 2.445, -2.192], [1.449, 2.005, -1.255], [0.612, 1.572, 0.687], [2.539, -2.012, 0.045], [-2.617, 0.869, 0.409], [-2.395, 2.172, 2.318], [-1.484, 1.618, -0.947], [2.886, -0.571, -1.138], [-0.893, -3.551, -2.660], [-3.585, 0.850, -0.710]], "lowdin_charge": [0.781, -0.014, -0.095, 0.050, -0.120, -0.070, -0.070, -0.028, -0.031, 0.032, 0.122, -0.323, -0.211, -0.041, -0.206, -0.404, -0.008, 0.118, 0.099, 0.135, 0.050, 0.053, 0.051, -0.003, 0.037, 0.105, 0.174, -0.117, -0.033, 0.111, 0.066, 0.061, 0.117, 0.078, 0.077, 0.105, 0.101, -0.032, -0.051, 0.159, -0.081, 0.084, 0.027, 0.179, -0.213, 0.180]}